No. 1
A cluster of 2 separate species, CHBrF2OS in total at a distorted geometry, computed with ωB97M-V with the def2-TZVPD basis set.

LUMO (spin up / spin down) = -0.74 / -1.33 eV
energy above the lowest of the compared OMol25 structures with the same formula, charge and spin = 69.8 kcal per mole
Kohn-Sham gap (spin up / spin down) = 8.4 / 8.5 eV
HOMO energy (spin up / spin down) = -9.136 / -9.784 eV

Last column: Löwdin charge in e.
Cartesian coordinates (Å):
C: -1.3394 -0.2905 -0.1276  -0.1903
O: -3.4451 1.0908 2.5183  -0.6090
F: -0.0349 -0.2656 -0.3015  0.0573
F: -1.7165 -1.5323 0.4460  -0.0405
S: -2.0982 1.3194 2.2561  0.4508
Br: -1.0410 0.2174 3.8756  0.2291
H: -1.8608 -0.1091 -1.0383  0.1025

Atoms 1-2, force components in eV/Å:
-0.08 -2.65 1.69
-5.12 -0.59 0.48

***

No. 2
The molecule CHBrF3N at a distorted geometry, computed with ωB97M-V with the def2-TZVPD basis set.

LUMO = -1.69 eV
energy above the lowest of the compared OMol25 structures with the same formula, charge and spin = 10.3 kcal per mole
Kohn-Sham gap = 8.8 eV
HOMO energy = -10.498 eV
SMILES = FC(F)(F)NBr

Last column: Löwdin charge in e.
Cartesian coordinates (Å):
F: 0.4997 -1.3332 1.0922  0.1584
C: 0.1230 -0.1577 0.5941  -0.8261
F: 1.0223 0.7518 0.9410  0.1082
F: -1.0575 0.2770 1.1232  0.0822
N: 0.0379 -0.2308 -0.8186  -0.1698
Br: -0.2325 1.7120 -1.6373  0.5681
H: -0.3928 -1.0192 -1.2946  0.0788

Atoms 1-2, force components in eV/Å:
-0.62 0.00 0.03
-0.86 0.99 -1.34

***

No. 3
A structure of composition CHBrINO2 at a distorted geometry, computed with ωB97M-V with the def2-TZVPD basis set.

LUMO (spin up / spin down) = -0.73 / -2.49 eV
energy above the lowest of the compared OMol25 structures with the same formula, charge and spin = 94.0 kcal per mole
Kohn-Sham gap (spin up / spin down) = 8.6 / 7.8 eV
HOMO energy (spin up / spin down) = -9.352 / -10.252 eV

Last column: Löwdin charge in e.
Cartesian coordinates (Å):
C: -0.4607 0.1537 -0.4561  -1.2667
N: 0.0045 0.0574 0.8498  -0.6085
O: 0.6924 1.0000 1.1701  -0.0287
O: -0.1874 -0.9346 1.5172  -0.0069
Br: -0.3067 1.7582 -1.3393  0.7865
I: -1.6339 -1.3810 -1.1456  0.9500
H: 1.8918 -0.6537 -0.5962  0.1742

Atoms 1-2, force components in eV/Å:
-1.15 -0.78 -1.68
1.02 0.26 0.60

***

No. 4
The molecule CHBrN4 at a distorted geometry, computed with ωB97M-V with the def2-TZVPD basis set.

LUMO = -1.06 eV
energy above the lowest of the compared OMol25 structures with the same formula, charge and spin = 46.8 kcal per mole
Kohn-Sham gap = 8.8 eV
HOMO energy = -9.908 eV

Last column: Löwdin charge in e.
Cartesian coordinates (Å):
C: -0.8567 0.4919 0.7103  -0.3175
N: -0.4308 -0.8604 0.8510  -0.0048
N: -0.3897 1.2045 -0.1853  0.1934
N: 0.4246 -1.1311 0.0033  -0.1371
N: 0.7577 -0.2579 -0.8170  -0.5970
Br: 2.0734 -0.2176 -2.0214  0.7522
H: -1.5785 0.7706 1.4589  0.1109

Atoms 1-2, force components in eV/Å:
0.12 -0.63 0.22
-0.97 -0.45 1.25

***

No. 5
A structure of composition CHCeO2 at a distorted geometry, computed with ωB97M-V with the def2-TZVPD basis set.

LUMO (spin up / spin down) = -19.74 / -19.17 eV
Kohn-Sham gap (spin up / spin down) = 4.9 / 6.7 eV
<S²> = 2.005
HOMO energy (spin up / spin down) = -24.641 / -25.861 eV
spin multiplicity = 3
charge = +3

Last column: Löwdin charge in e.
Cartesian coordinates (Å):
O: -1.7427 -0.0610 -0.1154  0.2483
C: -0.8099 0.6970 0.0725  -0.0726
O: 0.2901 -0.0423 0.1190  -0.2189
Ce: 2.7039 0.4156 0.0255  2.6861
H: -0.4415 -1.0094 -0.1015  0.3570

Atoms 1-2, force components in eV/Å:
1.13 3.33 0.46
-5.68 -2.39 -0.76

***

No. 6
A cluster of 2 separate species, CHCl2FS in total at a distorted geometry, computed with ωB97M-V with the def2-TZVPD basis set.

LUMO (spin up / spin down) = -0.72 / -2.28 eV
energy above the lowest of the compared OMol25 structures with the same formula, charge and spin = 64.7 kcal per mole
Kohn-Sham gap (spin up / spin down) = 9.2 / 6.5 eV
HOMO energy (spin up / spin down) = -9.873 / -8.757 eV

Last column: Löwdin charge in e.
Cartesian coordinates (Å):
C: -0.7915 0.2770 0.2973  -1.3840
F: -0.6783 0.4675 1.6306  -0.0862
S: 2.0091 -0.1795 -1.1990  0.3484
Cl: -1.2422 1.6648 -0.4823  0.7163
Cl: -1.3403 -1.2154 -0.0334  0.7426
H: 2.0432 -1.0144 -0.2131  -0.3371

Atoms 1-2, force components in eV/Å:
1.64 0.91 1.72
0.20 0.09 -0.31

***

No. 7
The molecule CHCl2NO at a distorted geometry, computed with ωB97M-V with the def2-TZVPD basis set.

LUMO = -0.17 eV
energy above the lowest of the compared OMol25 structures with the same formula, charge and spin = 43.3 kcal per mole
Kohn-Sham gap = 10.1 eV
HOMO energy = -10.307 eV
SMILES = Cl/C=N/OCl

Last column: Löwdin charge in e.
Cartesian coordinates (Å):
Cl: 2.2511 -1.1754 0.1269  0.6751
C: 0.9509 -0.0924 -0.0812  -0.6792
N: -0.2333 -0.4492 0.1497  -0.0424
O: -1.2809 0.7504 0.0995  -0.6572
Cl: -2.7818 -0.0124 0.0508  0.5975
H: 1.0941 0.9790 -0.3457  0.1063

Atoms 1-2, force components in eV/Å:
-0.21 0.12 -0.20
-1.32 2.31 -0.09

***

No. 8
A cluster of 2 separate species, CHCl2NOS in total at a distorted geometry, computed with ωB97M-V with the def2-TZVPD basis set.

LUMO = -0.14 eV
energy above the lowest of the compared OMol25 structures with the same formula, charge and spin = 14.4 kcal per mole
Kohn-Sham gap = 8.9 eV
HOMO energy = -9.012 eV
SMILES = ClSCl.N=C=O

Last column: Löwdin charge in e.
Cartesian coordinates (Å):
Cl: 2.6303 -2.2267 -0.1200  0.0464
S: 1.5533 -0.5542 0.2836  -0.1028
Cl: 2.3708 0.8955 -0.6793  0.1007
N: -1.6084 -0.2397 0.1137  0.2001
C: -1.5524 0.9687 0.1964  -0.3966
O: -1.2354 2.0905 0.3341  0.1349
H: -2.1582 -0.9341 -0.1284  0.0173

Atoms 1-2, force components in eV/Å:
0.16 0.15 -0.10
-0.98 -1.57 1.17

***

Number 1 is which compound? CHBrF2OS

***

What is the formula in the fifth record? CHCeO2